Here is 3 unconnected molecules or ions with the total composition C5H16NO in a non-equilibrium geometry from the OMol25 dataset. Energies are from wB97M-V/def2-TZVPD.

The geometry in XYZ format:
```
23
Properties=species:S:1:pos:R:3:forces:R:3:nbo_charge:R:1
C -0.7119 1.3819 0.6302 3.6 2.6 -1.3 -0.287
C 0.0229 1.0604 -0.6337 -2.3 -1.6 -0.1 -0.463
C 0.6896 -0.3337 -0.8822 0.0 0.2 0.4 -0.361
C 1.7552 -0.7879 0.1189 -0.6 0.6 -0.6 -0.420
C 2.7800 0.2742 0.5157 0.4 0.4 -0.2 -0.631
N -2.9745 -0.8562 -0.9422 0.3 -1.1 -1.3 -0.918
H -1.4092 2.2088 0.5358 -0.9 -0.6 0.2 0.267
H -1.1146 0.3828 1.2058 -1.3 -3.8 1.4 0.355
H 0.7627 1.8762 -0.7358 0.2 0.1 0.2 0.332
H -0.7173 1.1141 -1.4319 0.2 0.6 -0.3 0.250
H 1.0454 -0.3504 -1.9131 0.2 0.3 0.1 0.233
H -0.1426 -1.0328 -0.8919 0.0 -0.1 0.0 0.226
H 2.2241 -1.6257 -0.3965 0.2 -0.2 0.4 0.238
H 1.2363 -1.1264 1.0130 0.1 -0.3 0.0 0.208
H 2.8014 1.1966 -0.0786 -0.4 -0.2 -0.3 0.203
H 2.6209 0.6335 1.5352 0.3 -0.3 0.1 0.212
H 3.7888 -0.1117 0.3788 0.0 0.0 0.5 0.243
H 0.0022 1.5739 1.4529 -0.4 -0.4 0.3 0.269
H -3.1588 -1.7047 -1.4640 0.5 -0.2 0.0 0.381
H -3.8096 -0.3243 -1.0746 -0.3 0.8 1.0 0.391
H -1.8500 -1.4833 1.9378 0.1 1.4 0.9 0.520
H -2.4026 -1.0003 -0.0936 -0.7 0.6 -0.3 0.403
O -1.4385 -0.9650 1.2140 0.7 1.2 -1.3 -0.651
```
Forces are in eV/Å.

Output
HOMO-LUMO gap (eV): 4.46
Max |F| (eV/A): 4.66
Total charge: +1
Electronic energy (eV): -8968.3481
HOMO level (hartree): -0.5136